C3H4F2N2 | wB97M-V/def2-TZVPD

Last column: Mulliken charge in e.
Positions of all 11 atoms, in Å:
N  2.22963  -0.59579  0.01497  -0.463
N  0.87947  -0.69208  -0.29160  -0.178
C  0.27418  0.41812  -0.21385  0.339
C  -1.11645  0.70684  -0.30422  -0.682
C  -1.98983  -0.33360  -0.06951  0.501
F  -3.30534  -0.25126  0.09743  -0.227
F  -1.55405  -1.51628  -0.19868  -0.158
H  2.68852  -1.22414  0.51952  0.194
H  2.49903  0.32911  0.29806  0.210
H  0.72514  1.46761  0.32265  0.105
H  -1.33030  1.69148  -0.17477  0.359

Calculated values
- largest force on an atom (eV Å⁻¹) = 5.16
- SMILES = N/N=C/C=C(F)F
- HOMO (eV) = -8.293
- ΔE to the lowest compared entry with this formula, charge and spin (kcal per mole) = 55.03
- total charge = 0
- E_LUMO (eV) = 0.772